Density functional theory data (the ωB97M-V functional and the def2-TZVPD basis) for a structure of composition C47H62ClN4P2Tl.

The highest occupied orbital energy comes out at 0.0187 Ha. Its charge is -2. The calculation puts the gap between HOMO and LUMO at 3.87 eV. The LUMO energy is 4.38 eV.

Positions of all 117 atoms, in Å:
Tl (0.03166, -0.21000, -0.04721)
C (2.26605, -1.18375, 5.60779)
C (0.86803, -1.76708, 5.39025)
C (0.15568, -1.14546, 4.22856)
C (-0.74433, -0.05586, 4.26183)
C (-1.27877, 0.63212, 5.47931)
C (-2.59659, 0.03752, 5.98100)
C (-1.09211, 0.22029, 2.93626)
N (-0.44032, -0.65477, 2.11590)
C (0.32846, -1.48298, 2.88301)
C (1.17369, -2.53948, 2.34042)
C (1.32620, -2.91813, 1.04468)
C (2.18112, -4.02314, 0.56295)
C (3.03082, -4.87774, 1.44758)
C (4.32742, -4.17982, 1.86234)
C (2.07853, -4.06665, -0.77831)
C (1.16479, -2.98353, -1.19765)
C (0.84542, -2.66706, -2.48053)
C (-0.00390, -1.58547, -2.96252)
N (-0.63591, -0.69318, -2.14795)
C (-1.33223, 0.19518, -2.91579)
C (-2.16016, 1.26385, -2.37437)
C (-2.38675, 1.58199, -1.07318)
N (-1.83074, 0.98431, 0.03223)
C (-2.31380, 1.57470, 1.17676)
C (-1.99078, 1.26053, 2.45697)
C (-3.28357, 2.60994, 0.75891)
C (-3.32073, 2.61690, -0.58728)
C (-4.21256, 3.43254, -1.47096)
C (-5.46812, 2.67466, -1.90387)
C (-4.13526, 3.41226, 1.69433)
C (-3.43262, 4.61881, 2.31387)
C (-1.16067, -0.14387, -4.26155)
C (-0.30205, -1.26970, -4.29206)
C (0.14203, -2.03005, -5.50295)
C (-0.79196, -3.18568, -5.86997)
C (-1.77068, 0.55594, -5.43657)
C (-1.05209, 1.85242, -5.81718)
N (0.73261, -2.34474, -0.05692)
C (2.72319, -5.03545, -1.71770)
C (1.77282, -6.14934, -2.15918)
H (2.78240, -1.65047, 6.45329)
H (2.20750, -0.10841, 5.78716)
H (2.87533, -1.32024, 4.71244)
H (0.27754, -1.63688, 6.30545)
H (0.95058, -2.85076, 5.24463)
H (-1.42321, 1.69854, 5.27359)
H (-0.53804, 0.58850, 6.28703)
H (-3.35386, 0.07958, 5.19618)
H (-2.98118, 0.56494, 6.86021)
H (-2.46559, -1.01463, 6.24280)
H (1.73735, -3.10826, 3.07281)
H (3.26832, -5.81855, 0.94102)
H (2.46383, -5.15106, 2.34308)
H (4.92293, -3.93186, 0.98122)
H (4.93194, -4.80810, 2.52109)
H (4.11173, -3.24445, 2.37947)
H (1.29754, -3.28518, -3.24911)
H (-2.69070, 1.86143, -3.10970)
H (-2.47974, 1.84698, 3.22810)
H (-3.65379, 3.74073, -2.36090)
H (-4.49787, 4.35676, -0.95844)
H (-5.19479, 1.75510, -2.42165)
H (-6.09292, 3.27598, -2.56935)
H (-6.06401, 2.39384, -1.03298)
H (-4.49131, 2.75786, 2.49619)
H (-5.03172, 3.75299, 1.16613)
H (-2.53516, 4.31016, 2.85005)
H (-4.08585, 5.14622, 3.01342)
H (-3.12808, 5.32391, 1.53799)
H (1.15139, -2.42427, -5.34329)
H (0.22609, -1.35138, -6.36057)
H (-0.87458, -3.88174, -5.03347)
H (-0.44240, -3.73878, -6.74783)
H (-1.79742, -2.81175, -6.07565)
H (-2.82574, 0.78207, -5.23706)
H (-1.77675, -0.11583, -6.30299)
H (-1.07281, 2.55236, -4.98051)
H (-1.50894, 2.33919, -6.68491)
H (-0.00251, 1.65283, -6.04307)
H (3.61006, -5.47286, -1.24851)
H (3.08154, -4.49653, -2.60023)
H (1.44603, -6.73524, -1.29735)
H (2.24831, -6.82509, -2.87462)
H (0.88136, -5.72639, -2.62311)
C (3.66145, -0.03198, 0.78519)
P (2.36859, 0.99376, -0.02181)
C (2.74188, 0.31891, -1.78847)
C (3.05779, 2.64926, -0.51718)
C (4.44812, 2.78760, -0.55268)
C (5.04397, 3.98283, -0.91096)
C (4.25106, 5.07400, -1.25559)
C (2.87502, 4.93704, -1.23050)
C (2.26722, 3.73494, -0.86251)
P (0.43572, 3.54420, -0.78908)
C (-0.09045, 4.41306, -2.32278)
C (0.09742, 4.86785, 0.44300)
H (4.37555, -0.41751, 0.05852)
H (3.15146, -0.87612, 1.25796)
H (4.17444, 0.53827, 1.56056)
H (3.75972, 0.53068, -2.13751)
H (2.02653, 0.76306, -2.48770)
H (2.57699, -0.76425, -1.79326)
H (5.07461, 1.94361, -0.29086)
H (6.12477, 4.06502, -0.92323)
H (4.70024, 6.01861, -1.53980)
H (2.25651, 5.78713, -1.49902)
H (0.31026, 5.42454, -2.43469)
H (-1.18131, 4.46628, -2.29626)
H (0.18733, 3.81277, -3.18901)
H (0.49371, 5.83971, 0.13526)
H (0.55490, 4.58208, 1.39180)
H (-0.97696, 4.94552, 0.59336)
Cl (3.01193, 2.81128, 2.68418)
C (1.84450, 1.72259, 1.75313)
H (0.92140, 2.30011, 1.66607)
H (1.65200, 0.88043, 2.42247)

Löwdin atomic charge list, values in e, 4 entries:
1. Tl 0.928
2. C -0.105
3. C -0.222
4. C -0.181

Density functional theory data (the ωB97M-V functional and the def2-TZVPD basis) for a cluster of 12 separate species, C47H62N12O2 in total.

The highest occupied orbital energy comes out at -0.3020 Ha. The calculation puts the gap between HOMO and LUMO at 8.31 eV. The SMILES is c1cc[nH]c1.c1cc[nH]c1.c1cc[nH]c1.c1cc[nH]c1.c1cc[nH]c1.c1cc[nH]c1.c1cc[nH]c1.c1cc[nH]c1.c1cc[nH]c1.c1cc[nH]c1.c1cc[nH]c1.CCOC(N)=O. The LUMO energy is 0.09 eV.

Positions of all 123 atoms, in Å:
C (5.81003, 0.70208, -0.53486)
C (5.45530, 0.31932, -1.85049)
C (4.21024, -0.26519, -1.78635)
N (3.80344, -0.25279, -0.47751)
C (4.77021, 0.34010, 0.29215)
H (6.72468, 1.19026, -0.22432)
H (6.04435, 0.45598, -2.74817)
H (3.58119, -0.68893, -2.55778)
H (2.92665, -0.62246, -0.13369)
H (4.63653, 0.45193, 1.35978)
C (-0.96793, 4.78980, -4.73698)
C (-1.44885, 5.14293, -6.02043)
C (-2.81062, 4.93918, -6.01891)
N (-3.16745, 4.47099, -4.78110)
C (-2.05109, 4.38191, -3.99094)
H (0.05762, 4.82993, -4.39351)
H (-0.86480, 5.50730, -6.85566)
H (-3.55408, 5.08563, -6.79104)
H (-4.10757, 4.22992, -4.49528)
H (-2.12260, 4.03532, -2.96870)
C (8.57088, 0.94271, -6.79430)
C (8.41497, 2.25660, -6.29171)
C (7.27771, 2.26694, -5.51552)
N (6.73942, 1.00657, -5.53607)
C (7.52426, 0.19092, -6.30890)
H (9.36192, 0.58331, -7.43961)
H (9.06292, 3.10385, -6.47560)
H (6.80596, 3.06148, -4.95290)
H (5.89563, 0.72270, -5.05537)
H (7.27063, -0.85142, -6.44819)
C (6.40539, -0.28124, 5.20547)
C (5.64769, 0.36262, 4.19821)
C (6.47380, 1.27766, 3.58487)
N (7.70192, 1.21180, 4.18992)
C (7.67122, 0.26005, 5.17571)
H (6.06487, -1.05694, 5.87901)
H (4.61122, 0.17815, 3.94684)
H (6.29295, 1.96908, 2.77272)
H (8.50531, 1.77650, 3.94638)
H (8.54991, 0.05111, 5.77107)
C (-5.01606, -0.98080, 2.75827)
C (-5.37184, -0.27699, 1.58298)
C (-6.72233, -0.46088, 1.38733)
N (-7.19287, -1.25486, 2.40069)
C (-6.16055, -1.57230, 3.24455)
H (-4.03153, -1.04790, 3.20273)
H (-4.71388, 0.30223, 0.94809)
H (-7.38673, -0.09677, 0.61509)
H (-8.15195, -1.55820, 2.50922)
H (-6.32797, -2.19154, 4.11559)
C (10.09801, -3.43229, 4.51586)
C (10.95591, -4.40845, 5.07656)
C (10.82305, -4.33435, 6.44506)
N (9.91869, -3.34453, 6.72982)
C (9.46710, -2.79257, 5.55938)
H (9.95485, -3.21974, 3.46436)
H (11.60067, -5.09231, 4.53982)
H (11.29436, -4.89885, 7.23851)
H (9.62923, -3.06577, 7.65834)
H (8.73862, -1.99293, 5.56925)
C (-6.63611, -5.11248, 8.07274)
C (-5.47680, -5.29504, 7.28160)
C (-5.81675, -4.99855, 5.98065)
N (-7.14167, -4.64812, 5.95845)
C (-7.64823, -4.70938, 7.23053)
H (-6.72303, -5.25804, 9.14166)
H (-4.49905, -5.60838, 7.62409)
H (-5.23116, -5.00818, 5.07106)
H (-7.66355, -4.38464, 5.13270)
H (-8.68314, -4.46310, 7.42676)
C (9.72627, 7.91255, -4.84440)
C (8.49534, 7.21751, -4.77387)
C (8.55667, 6.18116, -5.67839)
N (9.77957, 6.22946, -6.29555)
C (10.50172, 7.27870, -5.78945)
H (10.01631, 8.78092, -4.26722)
H (7.65492, 7.44776, -4.13187)
H (7.83621, 5.41633, -5.93594)
H (10.09932, 5.59025, -7.01166)
H (11.50226, 7.48488, -6.14528)
C (-1.53196, -0.83980, -5.97115)
C (-2.18708, -1.12951, -4.75044)
C (-2.54678, 0.07208, -4.18236)
N (-2.12745, 1.07670, -5.01518)
C (-1.51244, 0.52994, -6.11124)
H (-1.12004, -1.55331, -6.67297)
H (-2.37667, -2.10921, -4.33124)
H (-3.06270, 0.29766, -3.25861)
H (-2.25309, 2.06652, -4.84755)
H (-1.11321, 1.16070, -6.89417)
C (-10.65312, 0.71864, -1.68024)
C (-11.78447, 0.38505, -0.89793)
C (-11.38156, 0.36433, 0.41857)
N (-10.04577, 0.66904, 0.45755)
C (-9.59424, 0.89207, -0.81717)
H (-10.61513, 0.82247, -2.75686)
H (-12.78548, 0.18244, -1.25627)
H (-11.92930, 0.15810, 1.32841)
H (-9.48183, 0.72195, 1.29588)
H (-8.56053, 1.15284, -1.00063)
C (-10.52415, -7.76186, 3.55529)
C (-10.57513, -8.81290, 4.50184)
C (-9.82076, -8.42538, 5.58659)
N (-9.31256, -7.17943, 5.32569)
C (-9.74069, -6.76446, 4.09158)
H (-11.00779, -7.73481, 2.58746)
H (-11.10559, -9.75117, 4.40311)
H (-9.60160, -8.92878, 6.51874)
H (-8.71582, -6.64894, 5.94707)
H (-9.45069, -5.79825, 3.70102)
C (0.39839, 1.64181, -0.59099)
C (-0.29238, 3.13863, -0.73479)
O (-1.67455, 3.12079, -1.23822)
C (-2.65461, 2.82917, -0.18066)
N (-3.62947, 1.66815, -0.46923)
O (-2.79314, 3.51521, 0.97366)
H (0.43726, 1.25021, 0.52176)
H (-0.06741, 0.82891, -1.29189)
H (1.53887, 1.79281, -0.90987)
H (-0.15504, 3.77410, 0.25065)
H (0.35214, 3.70646, -1.56384)
H (-3.70374, 1.69095, -1.52834)
H (-3.06637, 0.80072, -0.25932)

Löwdin atomic charge list, values in e, 4 entries:
1. C -0.107
2. C -0.114
3. C -0.146
4. N -0.001

Density functional theory data (the ωB97M-V functional and the def2-TZVPD basis) for a structure of composition C47H62N3OP2RbSeSi2.

The highest occupied orbital energy comes out at -0.0581 Ha. Its charge is -2. The calculation puts the gap between HOMO and LUMO at 5.15 eV. The LUMO energy is 3.56 eV. The relative energy (zero: lowest compared OMol25 entry of this formula, charge and spin) is 0.00 kcal per mole.

Positions of all 119 atoms, in Å:
Rb (1.57295, -0.68422, 1.26673)
C (2.85580, 3.44078, -0.36617)
C (3.10448, 2.69076, 0.95799)
C (4.12900, 1.74524, 1.05328)
C (4.99737, 1.37807, -0.11292)
C (4.28049, 1.03039, 2.25167)
C (5.15031, -0.25246, 2.29839)
C (3.52550, 1.33768, 3.41857)
C (3.81540, 0.70909, 4.76785)
C (2.47303, 2.26570, 3.27126)
C (1.47318, 2.43461, 4.47690)
C (2.29213, 2.93710, 2.05034)
C (1.11999, 3.89485, 1.85176)
H (3.40574, 2.92296, -1.16855)
H (3.10844, 4.50024, -0.30921)
H (1.75120, 3.37147, -0.58181)
H (4.52984, 0.58915, -0.71670)
H (5.98717, 1.07786, 0.23307)
H (5.23719, 2.25274, -0.77865)
H (6.07301, -0.08933, 2.86184)
H (5.50258, -0.53119, 1.30949)
H (4.60819, -1.13360, 2.71921)
H (3.11706, -0.12546, 5.03701)
H (3.83431, 1.44177, 5.56157)
H (4.80555, 0.25933, 4.76543)
H (0.70065, 3.12522, 4.22278)
H (1.96324, 2.88452, 5.35173)
H (1.03274, 1.48144, 4.73501)
H (0.26922, 3.26102, 1.51002)
H (1.35877, 4.56043, 1.05596)
H (0.92771, 4.47088, 2.74515)
C (2.52411, -3.84124, -3.52054)
Si (2.93245, -2.38695, -2.33069)
C (3.96455, -1.27783, -3.47570)
C (4.23973, -3.07770, -1.18377)
N (1.64467, -1.76642, -1.48505)
P (0.25331, -1.15258, -1.85521)
C (-0.64232, -0.45606, -0.68317)
P (-2.00159, 0.39245, -0.41168)
N (-2.14664, 1.11500, 0.99473)
Si (-3.33156, 1.60889, 2.12797)
C (-4.67979, 0.39308, 2.78141)
C (-2.37585, 2.24235, 3.62237)
C (-4.43519, 3.01384, 1.47407)
C (-3.46724, -0.71755, -0.59523)
C (-4.70325, -0.25676, -0.98141)
C (-5.83419, -1.09297, -1.08678)
C (-5.70386, -2.43172, -0.88866)
C (-4.49657, -2.94183, -0.43590)
C (-3.35832, -2.06914, -0.35184)
C (-2.17694, 1.72191, -1.70881)
C (-2.05745, 3.07296, -1.36665)
C (-2.21435, 4.08157, -2.29518)
C (-2.43425, 3.75633, -3.61293)
C (-2.62330, 2.42182, -3.95356)
C (-2.47269, 1.40143, -3.05118)
C (-0.79375, -2.49156, -2.46294)
C (-1.84548, -2.30043, -3.35850)
C (-2.79198, -3.25555, -3.67567)
C (-2.69946, -4.50427, -3.06090)
C (-1.70338, -4.74094, -2.11610)
C (-0.69540, -3.76957, -1.85205)
C (0.60084, -0.05445, -3.30863)
C (0.57241, -0.50319, -4.65465)
C (0.86462, 0.38713, -5.69737)
C (1.26652, 1.71125, -5.40433)
C (1.25041, 2.12545, -4.10417)
C (0.90407, 1.29243, -3.05815)
H (3.40352, -4.27150, -3.97936)
H (1.82495, -3.45144, -4.25659)
H (1.99763, -4.60955, -2.89904)
H (3.54073, -1.25542, -4.46191)
H (4.98621, -1.79606, -3.51998)
H (4.19266, -0.26858, -3.12042)
H (4.97072, -3.68051, -1.74227)
H (3.77498, -3.75024, -0.45749)
H (4.84210, -2.38464, -0.61634)
H (-4.23115, -0.39298, 3.41192)
H (-5.26586, -0.10848, 2.02406)
H (-5.37613, 0.92662, 3.41147)
H (-2.86137, 2.44660, 4.60066)
H (-1.91866, 3.17656, 3.35762)
H (-1.50614, 1.64191, 3.84115)
H (-4.74153, 2.60085, 0.51456)
H (-3.85508, 3.89860, 1.31251)
H (-5.34507, 3.20528, 1.94641)
H (-4.81972, 0.81217, -1.11654)
H (-6.77279, -0.65630, -1.35021)
H (-6.61844, -3.04192, -0.92931)
H (-4.41486, -3.99443, -0.33200)
H (-2.34055, -2.44760, -0.06664)
H (-1.90047, 3.31294, -0.30553)
H (-2.08910, 5.06793, -2.00045)
H (-2.33727, 4.46822, -4.39609)
H (-2.69593, 2.15542, -5.01614)
H (-2.63788, 0.35208, -3.36053)
H (-1.98264, -1.40718, -3.91527)
H (-3.61256, -3.01094, -4.35058)
H (-3.53201, -5.16634, -3.22073)
H (-1.67979, -5.70280, -1.61537)
H (0.14906, -3.96905, -1.19139)
H (0.29501, -1.52412, -4.85443)
H (0.84392, 0.07114, -6.72870)
H (1.67505, 2.29542, -6.18665)
H (1.46760, 3.12379, -3.81526)
H (0.82466, 1.54509, -2.00973)
C (-1.39388, -2.40931, 3.42448)
C (-0.73588, -1.34600, 4.20674)
C (-0.98506, -1.38359, 5.70507)
O (-0.06809, -0.48625, 3.69678)
H (-2.47067, -2.43554, 3.70055)
H (-0.90330, -3.39239, 3.62055)
H (-1.32580, -2.21558, 2.34990)
H (-0.97526, -2.36878, 6.13776)
H (-1.96834, -0.96895, 5.89473)
H (-0.25149, -0.77095, 6.23898)
Se (1.40198, -3.99343, 5.68550)
C (2.28777, -2.98958, 4.42732)
N (2.79905, -2.34640, 3.59407)

Löwdin atomic charge list, values in e, 4 entries:
1. Rb 0.680
2. C -0.033
3. C -0.193
4. C -0.222